(1)
{
  "formula": "C4H11N2",
  "method": "ωB97M-V/def2-TZVPD",
  "e_homo_ev": -14.23,
  "total_charge": 1,
  "e_above_lowest_kj_mol": 336.8,
  "largest_force_ha_per_bohr": 0.086,
  "homo_lumo_gap_ev": 10.89,
  "species": ["C", "C", "C", "C", "N", "N", "H", "H", "H", "H", "H", "H", "H", "H", "H", "H", "H"],
  "positions_angstrom": [[1.351, -1.370, -0.396], [-2.548, -0.323, 0.468], [2.442, 0.665, 0.234], [-0.639, 0.958, -0.183], [-1.576, 0.163, -0.481], [1.254, -0.143, -0.168], [0.332, -1.951, -0.687], [2.166, -2.048, -0.416], [-2.402, -1.507, 0.510], [-2.260, 0.005, 1.521], [-3.473, 0.068, -0.007], [2.937, 1.100, -0.551], [3.172, 0.029, 0.606], [2.054, 1.398, 1.036], [-0.190, 1.555, -0.966], [-0.736, 1.367, 0.894], [-1.882, 0.035, -1.415]],
  "mulliken_charge": [-0.198, -0.735, -0.935, -0.235, -0.015, -0.133, 0.120, 0.322, 0.241, 0.305, 0.330, 0.349, 0.408, 0.259, 0.336, 0.281, 0.299]
}

(2)
{
  "formula": "C6H12Cl2NO2",
  "method": "ωB97M-V/def2-TZVPD",
  "e_homo_ev": -3.10,
  "total_charge": -1,
  "e_above_lowest_kj_mol": 126.6,
  "largest_force_ha_per_bohr": 0.096,
  "homo_lumo_gap_ev": 6.59,
  "species": ["C", "C", "C", "C", "C", "C", "N", "O", "O", "Cl", "Cl", "H", "H", "H", "H", "H", "H", "H", "H", "H", "H", "H", "H"],
  "positions_angstrom": [[-1.116, 0.091, 2.769], [-0.747, -1.614, 0.838], [2.030, 1.345, -0.772], [-0.790, -0.009, 1.284], [-0.002, -0.982, -2.639], [0.606, 0.897, -0.486], [0.462, 0.624, 0.781], [1.382, 0.837, 1.549], [-0.573, 1.479, -1.150], [-1.765, -0.689, -3.416], [0.952, -1.733, -3.929], [-0.472, -0.578, 3.456], [-1.094, 1.053, 3.185], [-2.119, -0.283, 2.849], [-0.787, -1.567, -0.271], [-1.516, -2.202, 1.207], [0.282, -1.991, 0.975], [2.412, 2.005, 0.074], [2.202, 1.801, -1.732], [2.572, 0.343, -0.966], [-1.547, 0.547, 0.713], [0.585, -0.067, -2.550], [-0.956, 0.694, -1.771]],
  "mulliken_charge": [-1.534, -1.090, -1.305, 0.355, -0.273, 0.391, 0.692, -0.797, -0.505, -0.358, -0.309, 0.264, 0.435, 0.414, 0.320, 0.467, 0.285, 0.308, 0.401, 0.256, 0.341, -0.111, 0.353]
}